Entry 1:
The following is a quantum chemistry calculation of C28H51IMnN10O8P2 as an isolated structure, from the OMol25 dataset.

molecular weight = 899.568 u
⟨S²⟩ = 8.756
highest occupied orbital energy (spin up / spin down) = -6.35 / -6.84 eV
energy = -119153.6225 eV
frontier orbital gap (spin up / spin down) = 6.261 / 6.749 eV
energy above the lowest of the compared OMol25 structures with the same formula, charge and spin = 0.0 kJ/mol
spin multiplicity = 6

Each line ends with the Mulliken charge.
Cartesian coordinates (Å):
Mn 0.097 1.263 1.315  1.527
C 2.256 -3.609 -2.844  -1.025
N 1.381 -3.814 -1.696  0.187
C 1.393 -5.172 -1.175  -1.071
P 1.059 -2.534 -0.715  -0.950
O 0.926 -1.286 -1.476  1.024
O 2.334 -2.455 0.313  -0.108
P 2.670 -1.171 1.226  -2.096
O 1.459 -0.470 1.733  1.198
N 3.512 -1.758 2.504  0.433
C 4.759 -2.472 2.289  -1.116
C 2.846 -2.060 3.764  -0.739
N 3.714 -0.305 0.317  0.610
C 4.001 1.051 0.786  -1.278
C 3.954 -0.502 -1.105  -0.540
N -0.160 -2.962 0.291  0.469
C -1.458 -2.302 0.140  -0.277
C 0.056 -3.557 1.601  -0.380
H 1.945 -4.274 -3.652  0.397
H 3.303 -3.831 -2.605  0.304
H 2.173 -2.581 -3.188  0.201
H 1.194 -5.867 -1.993  0.353
H 0.610 -5.294 -0.431  0.274
H 2.359 -5.434 -0.729  0.284
H 5.231 -2.131 1.370  0.270
H 4.599 -3.553 2.225  0.288
H 5.441 -2.273 3.118  0.370
H 1.937 -1.470 3.851  0.050
H 3.509 -1.802 4.592  0.349
H 2.595 -3.124 3.841  0.281
H 3.838 1.129 1.860  0.434
H 3.350 1.775 0.292  0.288
H 5.045 1.292 0.575  0.353
H 3.838 -1.546 -1.376  0.191
H 4.981 -0.202 -1.328  0.470
H 3.268 0.094 -1.713  -0.129
H -1.565 -1.873 -0.852  -0.367
H -1.569 -1.494 0.871  0.091
H -2.257 -3.028 0.299  0.476
H 0.976 -4.138 1.620  0.364
H -0.776 -4.228 1.828  0.477
H 0.109 -2.793 2.382  -0.429
N 0.279 4.901 1.876  -0.307
C 1.343 4.132 1.595  0.625
O 1.452 2.985 2.014  -0.530
C 2.404 4.735 0.711  -0.903
I 4.259 4.881 1.742  0.025
H -0.545 4.419 2.213  0.207
H 0.148 5.779 1.405  0.226
H 2.160 5.730 0.352  0.596
H 2.559 4.049 -0.118  0.036
C -0.523 1.085 3.462  -1.693
C -1.741 0.348 3.694  0.618
C -2.989 0.980 3.892  -0.573
C -4.160 0.262 4.018  -0.548
C -4.152 -1.133 3.963  0.401
C -2.925 -1.789 3.804  -0.845
C -1.761 -1.067 3.683  -0.123
C -5.367 -1.879 4.081  -0.048
N -6.344 -2.483 4.171  -0.589
H 0.360 0.576 3.851  0.399
H -0.569 2.117 3.808  0.423
H -3.022 2.062 3.932  0.297
H -5.101 0.781 4.158  0.484
H -2.900 -2.872 3.785  0.508
H -0.815 -1.585 3.577  0.604
C -1.491 3.522 -3.684  -1.079
C -1.901 2.204 -4.328  -1.454
C -1.215 0.934 -3.757  2.826
C -1.645 -0.259 -4.622  -1.758
C -0.966 -1.575 -4.267  -0.833
C 0.274 1.164 -3.882  -0.273
O 0.876 1.104 -4.931  -0.692
N 0.906 1.551 -2.725  0.493
C 0.338 1.513 -1.469  -0.345
O 1.077 1.872 -0.514  -0.624
N -0.914 1.134 -1.255  1.084
C -1.695 0.763 -2.305  -0.953
O -2.841 0.352 -2.138  -0.783
H -2.072 4.343 -4.106  0.543
H -0.437 3.744 -3.860  0.264
H -1.654 3.506 -2.606  -0.002
H -1.674 2.234 -5.395  0.463
H -2.976 2.044 -4.226  0.454
H -1.428 -0.003 -5.660  0.491
H -2.727 -0.352 -4.518  0.547
H 0.094 -1.548 -4.523  0.229
H -1.422 -2.401 -4.814  0.572
H -1.045 -1.792 -3.203  -0.052
H 1.893 1.751 -2.779  0.363
C -4.369 3.119 -1.125  -0.818
N -3.185 3.360 -0.321  0.020
C -2.655 2.477 0.552  -0.103
N -3.317 1.302 0.694  -0.097
O -1.643 2.780 1.220  -0.502
H -4.609 4.031 -1.666  0.343
H -5.212 2.861 -0.485  0.305
H -4.218 2.315 -1.847  0.182
H -2.621 4.172 -0.493  0.300
H -3.570 0.824 -0.165  0.311
H -2.935 0.702 1.411  -0.215

Entry 2:
The following is a quantum chemistry calculation of a 7-piece molecular cluster, C44H84N3O13P overall, from the OMol25 dataset.

molecular weight = 894.138 u
highest occupied orbital energy = -6.92 eV
energy = -87366.7508 eV
frontier orbital gap = 7.504 eV
structure (SMILES) = CCCCC[PH](CCCCCCCOC)(CC(N)(N)N)[C@@H](C)CCC.O=C1CCCO1.O=C1CCCO1.O=C1CCCO1.O=C1CCCO1.O=C1CCCO1.O=C1CCCO1
spin multiplicity = 1

Each line ends with the Mulliken charge.
Cartesian coordinates (Å):
C 2.287 3.590 1.513  -0.519
C 0.817 4.038 1.540  -0.171
C -0.158 2.986 2.058  -0.921
C -0.089 1.676 1.248  0.650
C -1.474 1.041 0.985  -1.616
P -1.751 -0.769 1.255  2.005
C -0.602 -2.081 1.892  -1.189
C 0.792 -2.318 1.295  0.352
C 1.927 -1.526 1.983  -0.579
C 2.934 -0.872 1.025  1.996
C 4.395 -0.893 1.517  -0.861
C 4.955 0.454 2.010  -0.716
C 4.946 0.590 3.527  -0.804
O 3.675 0.226 4.049  -0.170
C 3.709 -0.784 5.031  -0.859
C -1.544 -1.303 -0.616  -2.217
C -0.654 -0.680 -1.706  1.312
N -1.276 0.498 -2.343  -0.373
N -0.546 -1.684 -2.786  -0.488
N 0.659 -0.240 -1.226  -0.106
C -2.389 -0.449 3.079  -0.536
C -2.997 -1.745 3.645  -1.897
C -1.349 0.214 4.008  1.032
C -1.391 -0.154 5.496  -0.582
C -0.635 0.888 6.327  -1.393
H 2.844 3.969 2.372  0.471
H 2.796 3.949 0.616  0.395
H 2.385 2.504 1.519  -0.508
H 0.511 4.367 0.543  -0.382
H 0.742 4.924 2.180  0.544
H 0.055 2.783 3.111  0.203
H -1.172 3.389 1.993  0.508
H 0.611 0.977 1.702  -0.661
H 0.349 1.923 0.278  0.831
H -1.782 1.292 -0.030  -0.457
H -2.200 1.532 1.635  1.364
H -3.104 -1.185 1.042  -0.476
H -0.462 -2.005 2.968  0.459
H -1.179 -3.000 1.747  0.037
H 0.832 -2.227 0.216  -0.802
H 1.002 -3.375 1.490  0.598
H 2.487 -2.228 2.608  1.149
H 1.521 -0.794 2.686  -0.209
H 2.631 0.148 0.787  -0.213
H 2.892 -1.437 0.092  -1.381
H 4.478 -1.631 2.317  0.310
H 5.020 -1.233 0.688  0.355
H 4.382 1.278 1.580  0.177
H 5.988 0.565 1.669  0.367
H 5.128 1.634 3.802  0.362
H 5.737 -0.024 3.968  0.444
H 4.160 -1.708 4.649  0.359
H 4.274 -0.464 5.915  0.370
H 2.679 -0.995 5.314  0.129
H -2.561 -1.251 -1.018  -0.002
H -1.323 -2.377 -0.592  0.162
H -2.255 0.529 -2.071  0.279
H -0.874 1.330 -1.919  -0.078
H -0.114 -2.534 -2.433  0.180
H 0.069 -1.296 -3.497  0.049
H 0.974 0.550 -1.783  0.376
H 1.336 -0.972 -1.397  -0.067
H -3.240 0.239 2.986  0.805
H -3.467 -2.319 2.836  0.381
H -2.263 -2.403 4.109  0.393
H -3.786 -1.540 4.369  0.477
H -0.332 0.008 3.652  -0.739
H -1.483 1.299 3.953  0.266
H -0.921 -1.127 5.656  0.334
H -2.423 -0.195 5.846  0.300
H -1.188 1.832 6.321  0.370
H 0.349 1.092 5.899  0.243
H -0.527 0.584 7.369  0.416
O -5.977 0.076 0.252  -0.593
C -5.775 -0.348 -0.846  0.437
O -4.661 -0.032 -1.552  -0.331
C -4.713 -0.602 -2.873  -0.066
C -5.690 -1.767 -2.759  -0.630
C -6.647 -1.270 -1.679  -0.515
H -5.060 0.170 -3.564  0.430
H -3.704 -0.902 -3.152  0.052
H -6.169 -2.008 -3.706  0.405
H -5.162 -2.655 -2.407  0.243
H -7.464 -0.675 -2.090  0.283
H -7.063 -2.055 -1.053  0.325
O 2.048 -4.011 -1.423  -0.386
C 3.200 -4.232 -1.668  0.264
O 3.587 -5.286 -2.421  -0.440
C 5.023 -5.361 -2.481  -0.467
C 5.511 -3.952 -2.163  -0.788
C 4.424 -3.456 -1.214  0.179
H 5.357 -6.092 -1.741  0.246
H 5.299 -5.709 -3.473  0.359
H 6.514 -3.937 -1.741  0.374
H 5.513 -3.348 -3.070  0.295
H 4.625 -3.715 -0.172  0.224
H 4.233 -2.389 -1.284  0.113
O 1.408 -1.180 -5.283  -0.577
C 0.605 -1.108 -6.170  0.481
O 0.951 -0.732 -7.423  -0.402
C -0.220 -0.630 -8.254  -0.443
C -1.264 -1.515 -7.583  -0.604
C -0.884 -1.383 -6.111  -0.178
H -0.525 0.418 -8.284  0.264
H 0.051 -0.950 -9.257  0.331
H -2.283 -1.209 -7.811  0.340
H -1.137 -2.548 -7.909  0.282
H -1.359 -0.525 -5.630  0.154
H -1.081 -2.264 -5.507  0.328
O -3.105 3.769 -4.878  -0.612
C -2.874 4.111 -3.756  0.563
O -3.862 4.377 -2.866  -0.387
C -3.307 4.849 -1.624  -0.650
C -1.874 4.334 -1.607  1.304
C -1.527 4.327 -3.094  -0.578
H -3.353 5.940 -1.621  0.287
H -3.922 4.466 -0.813  0.383
H -1.207 4.941 -0.997  -0.010
H -1.860 3.314 -1.216  -0.867
H -1.126 5.287 -3.424  0.345
H -0.836 3.537 -3.377  0.274
O -1.695 -5.641 3.602  -0.615
C -1.531 -6.019 2.481  0.597
O -0.433 -5.691 1.758  -0.321
C -0.543 -6.185 0.412  -0.014
C -1.540 -7.337 0.495  -0.577
C -2.449 -6.879 1.632  -0.504
H -0.898 -5.371 -0.224  -0.023
H 0.448 -6.481 0.077  0.315
H -2.055 -7.515 -0.447  0.346
H -1.023 -8.254 0.779  0.283
H -3.266 -6.246 1.279  0.237
H -2.865 -7.686 2.229  0.354
O 1.530 6.896 -1.758  -0.593
C 1.549 7.509 -0.732  0.617
O 0.419 7.795 -0.040  -0.358
C 0.725 8.605 1.108  -0.488
C 2.199 8.344 1.400  -0.385
C 2.750 8.075 0.002  -0.467
H 0.533 9.649 0.851  0.304
H 0.059 8.311 1.915  0.317
H 2.679 9.171 1.920  0.347
H 2.299 7.449 2.016  0.167
H 3.057 8.989 -0.508  0.289
H 3.571 7.364 -0.021  0.293

Entry 3:
The following is a quantum chemistry calculation of C9H9O6Ru as an isolated structure in a non-equilibrium geometry, from the OMol25 dataset.

molecular weight = 314.235 u
⟨S²⟩ = 8.781
net charge = +2
highest occupied orbital energy (spin up / spin down) = -14.45 / -19.15 eV
energy = -24317.9578 eV
frontier orbital gap (spin up / spin down) = 5.814 / 5.701 eV
spin multiplicity = 6

Each line ends with the Mulliken charge.
Cartesian coordinates (Å):
O 2.401 -1.756 -0.861  -0.110
C 1.516 -1.110 -0.525  0.133
Ru -0.048 0.029 -0.119  1.182
C -1.551 1.117 0.424  0.261
O -2.463 1.772 0.644  -0.100
C -0.576 0.163 -2.048  -0.345
O -1.465 0.836 -2.491  -0.165
C -1.168 -1.562 -0.056  0.117
O -1.835 -2.496 -0.096  -0.109
C 1.021 1.610 -0.416  0.191
O 1.639 2.543 -0.670  -0.097
H 0.062 -0.476 -2.743  0.514
C 2.414 -1.056 2.971  -0.500
C 1.195 -1.482 3.749  -0.721
C 0.150 -1.366 2.708  -0.364
O 0.476 -0.044 2.042  -0.168
C 1.950 0.207 2.339  -0.368
H 3.309 -0.879 3.570  0.407
H 2.642 -1.799 2.201  0.198
H 0.992 -0.779 4.561  0.320
H 1.235 -2.501 4.130  0.383
H 0.258 -2.127 1.922  0.364
H -0.913 -1.289 3.045  0.327
H 1.887 1.071 3.025  0.314
H 2.447 0.488 1.402  0.336